--- i ---
{"formula": "C2H11O6", "method": "ωB97M-V/def2-TZVPD", "homo_lumo_gap_ha": 0.3432, "total_charge": -1, "lumo_ev": 3.7, "species": ["O", "C", "O", "C", "H", "H", "H", "H", "H", "O", "H", "H", "O", "H", "H", "O", "H", "H", "O"], "positions_angstrom": [[0.0084, -0.5167, 0.2567], [0.1859, -0.5731, -0.9563], [1.2867, -0.8192, -1.4826], [-1.1091, -0.5751, -1.8410], [-1.7921, 0.2718, -1.6226], [-0.7981, -0.3406, -2.8778], [-1.7343, -1.3606, -1.5166], [2.1638, 0.5801, -1.0674], [1.2243, 1.7625, -1.8584], [1.9128, 1.5291, -1.2677], [-0.4049, 1.2434, 2.5004], [-0.5699, 1.0440, 0.9990], [-1.1169, 1.4300, 1.8261], [-1.7928, -0.5059, 1.8578], [-1.2746, -1.5566, 0.9978], [-2.1522, -1.3899, 1.3486], [1.9920, 0.6566, 1.3119], [1.6688, -0.8266, 1.5796], [2.3022, -0.0533, 1.8126]]}



--- ii ---
{"formula": "C2H11O6", "method": "ωB97M-V/def2-TZVPD", "homo_lumo_gap_ha": 0.3377, "total_charge": -1, "lumo_ev": 3.4, "species": ["O", "C", "O", "C", "H", "H", "H", "H", "H", "O", "H", "H", "O", "H", "H", "O", "H", "H", "O"], "positions_angstrom": [[-0.8164, -1.1205, 1.1679], [-0.4144, -1.4214, -0.0032], [-1.1765, -1.6995, -0.9663], [1.0464, -1.4018, -0.3367], [1.3219, -2.0804, -1.1452], [1.3216, -0.3538, -0.5232], [1.7014, -1.7721, 0.4683], [0.5420, -1.0526, 2.0968], [1.0821, 0.2225, 2.8868], [1.2348, -0.7142, 2.7545], [-0.8132, 0.6477, -2.4584], [-0.8142, -0.8559, -2.2887], [-0.6534, -0.1419, -2.9871], [0.2123, 2.1681, -1.0457], [-1.2690, 2.4334, -0.5383], [-0.5114, 2.7854, -1.0709], [-0.1046, 1.9313, 1.5655], [-0.9461, 0.7224, 1.2732], [-0.9433, 1.7033, 1.1506]]}



Stability, highest: ii



--- i ---
{"formula": "C4H6N2OS", "method": "ωB97M-V/def2-TZVPD", "homo_lumo_gap_ha": 0.3400, "lumo_ev": 0.2, "species": ["C", "C", "C", "C", "N", "N", "O", "S", "H", "H", "H", "H", "H", "H"], "positions_angstrom": [[3.1918, 0.6859, -0.1412], [0.8888, 0.2107, -0.4800], [-1.7733, -0.3190, 1.0613], [-1.4284, -0.1375, -0.3832], [2.6441, 1.3751, -1.0808], [1.3445, 1.1087, -1.2708], [-1.8170, -1.1705, -1.2109], [2.0743, -0.3935, 0.7258], [4.2547, 0.7237, -0.0306], [-1.3752, -1.1490, 1.6667], [-2.9263, -0.4568, 1.0680], [-1.4155, 0.6493, 1.4465], [-1.6461, 0.7780, -0.7344], [-2.0163, -1.9051, -0.6365]]}



--- ii ---
{"formula": "C4H6N2OS", "method": "ωB97M-V/def2-TZVPD", "homo_lumo_gap_ha": 0.3155, "smiles": "CC(=S)/N=C/NC=O", "lumo_ev": -0.3, "species": ["C", "C", "S", "N", "C", "N", "C", "O", "H", "H", "H", "H", "H", "H"], "positions_angstrom": [[1.3526, 2.5425, -1.0370], [0.9025, 1.0459, -1.0187], [1.4495, -0.1756, -1.9736], [-0.1974, 0.9434, -0.1456], [-0.2595, -0.1385, 0.4698], [-1.2882, -0.4837, 1.3026], [-1.3891, -1.7767, 1.9142], [-2.3141, -1.9771, 2.6355], [1.5365, 2.9267, -0.0541], [2.3057, 2.5850, -1.6269], [0.5056, 3.1243, -1.4554], [0.4562, -0.9556, 0.4142], [-2.0841, 0.2140, 1.6072], [-0.6375, -2.5258, 1.5403]]}



--- iii ---
{"formula": "C4H6N2OS", "method": "ωB97M-V/def2-TZVPD", "homo_lumo_gap_ha": 0.3446, "smiles": "OCC1=NN=CCS1", "lumo_ev": 0.0, "species": ["O", "C", "C", "N", "N", "C", "C", "S", "H", "H", "H", "H", "H", "H"], "positions_angstrom": [[2.3102, 1.2276, 1.4689], [1.8412, -0.0182, 1.1368], [0.7014, 0.0117, 0.0744], [0.7782, -0.7638, -0.9919], [-0.1773, -0.5194, -2.0247], [-1.4694, -0.3121, -1.7432], [-1.9400, -0.2040, -0.3179], [-0.7420, 0.8928, 0.4984], [1.6100, 1.8670, 1.8912], [2.6568, -0.5634, 0.6736], [1.5242, -0.4917, 2.0871], [-2.1434, -0.0778, -2.6105], [-3.0123, 0.1338, -0.2012], [-1.9375, -1.1826, 0.0587]]}



--- iv ---
{"formula": "C4H6N2OS", "method": "ωB97M-V/def2-TZVPD", "homo_lumo_gap_ha": 0.3669, "smiles": "[H]/N=C1\\O[C@H]2C[C@H]2N1S", "lumo_ev": 0.8, "species": ["H", "N", "C", "O", "C", "C", "C", "N", "S", "H", "H", "H", "H", "H"], "positions_angstrom": [[-2.9127, 0.1023, 0.2149], [-2.0799, 0.0057, 0.7849], [-1.1022, -0.1799, 0.0240], [-1.1445, -0.2427, -1.3531], [0.1549, -0.2238, -1.8694], [1.0322, 0.9638, -1.5703], [1.1217, -0.3007, -0.7196], [0.2482, -0.3403, 0.4192], [0.7652, 0.0002, 1.9972], [0.2330, -0.8260, -2.8053], [1.8960, 1.1679, -2.2550], [0.6065, 1.8506, -1.2104], [2.0108, -0.9207, -0.6674], [0.6612, 1.3501, 1.9752]]}



Stability, highest: ii



--- i ---
{"formula": "C4H6N2OS", "method": "ωB97M-V/def2-TZVPD", "homo_lumo_gap_ha": [0.2350, 0.2401], "lumo_ev": [-1.4, -1.2], "species": ["C", "C", "C", "C", "N", "N", "O", "S", "H", "H", "H", "H", "H", "H"], "positions_angstrom": [[-1.3296, -0.5217, -0.2778], [0.6152, -1.9227, -0.4998], [-0.9228, 0.6219, 0.6305], [0.4684, 1.0937, 0.2475], [-0.5616, -1.5350, -0.4962], [1.4222, 0.0429, 0.5109], [0.4614, 1.3315, -1.1385], [2.9360, 0.0055, 0.3446], [-2.3626, -0.3583, -0.8044], [1.0054, -2.8586, 0.1185], [-1.6759, 1.4089, 0.6019], [-1.0454, 0.1751, 1.6779], [0.5086, 2.0618, 0.6553], [0.4807, 0.4550, -1.5705]]}



--- ii ---
{"formula": "C4H6N2OS", "method": "ωB97M-V/def2-TZVPD", "homo_lumo_gap_ha": [0.3049, 0.3049], "lumo_ev": [0.4, 0.4], "species": ["C", "C", "C", "C", "N", "N", "O", "S", "H", "H", "H", "H", "H", "H"], "positions_angstrom": [[-1.0272, 1.1080, -0.8453], [-0.4415, -0.1992, -0.7622], [0.5945, 2.6747, 0.0835], [-0.2060, -1.5841, 1.3597], [-0.2633, 2.1034, -0.5866], [0.1126, -0.4394, 0.5938], [2.0309, -1.4284, -1.0420], [1.4452, -0.1612, -0.5139], [-1.9775, 1.2145, -1.3477], [-0.6076, -0.9303, -1.5292], [1.3897, 3.2034, -0.1818], [0.3658, -1.6351, 2.2965], [-0.2088, -2.4313, 0.6495], [-1.2067, -1.4950, 1.8257]]}



--- iii ---
{"formula": "C4H6N2OS", "method": "ωB97M-V/def2-TZVPD", "homo_lumo_gap_ha": 0.3127, "lumo_ev": 0.5, "species": ["C", "C", "C", "C", "H", "H", "H", "H", "H", "H", "N", "N", "O", "S"], "positions_angstrom": [[1.8917, 0.0870, -0.6485], [-0.1308, 1.1938, 0.8125], [-1.1322, 0.4266, 1.2361], [-0.3898, -0.7374, -0.3970], [2.3613, -0.9829, -0.3954], [2.1158, -0.0735, -1.9678], [2.3860, 1.0017, -0.3954], [0.4518, 2.0306, 1.1337], [-3.3885, -0.0195, 1.4933], [-0.7476, -1.9634, -1.8840], [0.4635, 0.3430, -0.2246], [-1.4461, -0.7977, 0.3988], [0.0249, -1.3302, -1.4894], [-2.4600, 0.8220, 2.3276]]}



Stability, highest: iii



--- i ---
{"formula": "C2H6O2", "method": "ωB97M-V/def2-TZVPD", "homo_lumo_gap_ha": 0.4326, "smiles": "O=CO.C", "lumo_ev": 0.6, "species": ["O", "C", "O", "H", "H", "C", "H", "H", "H", "H"], "positions_angstrom": [[-0.4219, -2.1791, -0.2808], [-0.9666, -1.4856, 0.5084], [-0.4143, -0.5136, 1.2601], [-2.0501, -1.4335, 0.7007], [0.4838, -0.3642, 0.9150], [1.3884, 3.2811, -1.2376], [2.0101, 3.8807, -1.9031], [1.8732, 2.3070, -1.3131], [0.3602, 3.3218, -1.5872], [1.3468, 3.5698, -0.1886]]}



--- ii ---
{"formula": "C2H6O2", "method": "ωB97M-V/def2-TZVPD", "homo_lumo_gap_ha": 0.4330, "smiles": "O=CO.C", "lumo_ev": 0.8, "species": ["O", "C", "O", "H", "H", "C", "H", "H", "H", "H"], "positions_angstrom": [[1.8569, 0.6885, -0.9108], [1.3285, 0.4636, 0.1407], [0.9284, -0.7456, 0.5476], [1.1467, 1.2580, 0.8574], [1.4063, -1.4006, 0.0142], [-3.2669, -0.1935, 0.1324], [-3.6438, -0.0793, 1.1405], [-3.1426, 0.7824, -0.3327], [-3.9800, -0.8085, -0.4008], [-2.2763, -0.6615, 0.1293]]}



Stability, highest: ii



--- i ---
{"formula": "H11O5", "method": "ωB97M-V/def2-TZVPD", "homo_lumo_gap_ha": 0.4840, "total_charge": 1, "lumo_ev": -3.0, "species": ["O", "H", "H", "O", "H", "H", "O", "H", "H", "O", "H", "H", "O", "H", "H", "H"], "positions_angstrom": [[-2.3555, 2.3524, -1.0728], [-2.9829, 1.6230, -0.9723], [-2.5537, 2.7187, -1.9474], [0.2504, 0.3532, 2.0843], [0.2470, 1.1845, 2.5473], [1.1483, 0.0287, 2.1771], [0.1983, -1.4928, -1.1721], [0.5975, -1.7412, -2.0064], [0.7566, -1.9518, -0.5002], [2.1753, -2.0002, 0.6144], [2.9579, -2.0335, 0.0797], [2.3533, -2.5882, 1.3411], [-0.3532, 0.8574, -0.4285], [-1.1092, 1.4694, -0.6829], [-0.1286, 0.7314, 0.5323], [-0.2889, -0.0867, -0.7926]]}



--- ii ---
{"formula": "H11O5", "method": "ωB97M-V/def2-TZVPD", "homo_lumo_gap_ha": 0.4582, "total_charge": 1, "lumo_ev": -3.1, "species": ["O", "H", "H", "O", "H", "H", "O", "H", "H", "O", "H", "H", "O", "H", "H", "H"], "positions_angstrom": [[2.2468, -1.6506, -1.7344], [2.9026, -1.1610, -2.2584], [2.7690, -2.1948, -1.1270], [0.5420, 0.7868, 1.5027], [1.3205, 1.3183, 1.6765], [-0.2206, 1.3962, 1.5884], [-1.7880, -1.8140, -0.0959], [-1.9894, -2.5802, 0.4548], [-2.6375, -1.6614, -0.5435], [-1.2359, 2.9554, 1.1087], [-1.2053, 3.9157, 1.0475], [-1.9092, 2.6687, 0.4914], [0.2844, -0.2970, -0.7486], [1.1097, -0.8610, -0.8366], [0.3229, 0.0853, 0.2237], [-0.5119, -0.9066, -0.7493]]}



Stability, highest: i



--- i ---
{"formula": "C5H10NO", "method": "ωB97M-V/def2-TZVPD", "homo_lumo_gap_ha": 0.3704, "total_charge": 1, "smiles": "CC(C)([NH3+])C#CO", "lumo_ev": -3.4, "species": ["C", "C", "C", "N", "C", "C", "O", "H", "H", "H", "H", "H", "H", "H", "H", "H", "H"], "positions_angstrom": [[-0.3596, 0.6969, 1.3128], [0.1523, 0.0433, -0.0113], [-0.4549, -1.3236, -0.1802], [-0.6250, 0.8401, -1.2270], [1.6040, 0.1454, -0.0698], [2.8017, 0.0622, 0.0129], [4.0337, -0.0861, 0.1456], [-1.3795, 0.5041, 1.5763], [0.1495, 0.2015, 2.2024], [-0.1231, 1.6501, 1.5445], [-1.4976, -1.3534, -0.1433], [-0.1882, -1.8793, -1.1770], [-0.0572, -1.7028, 0.7674], [-1.6330, 0.4310, -1.3216], [0.0597, 0.8775, -1.9231], [-0.7314, 1.7581, -0.7154], [4.6318, -0.0496, -0.6017]]}



--- ii ---
{"formula": "C5H10NO", "method": "ωB97M-V/def2-TZVPD", "homo_lumo_gap_ha": 0.3441, "total_charge": 1, "smiles": "C=CC[C@H]([NH3+])C=O", "lumo_ev": -4.0, "species": ["C", "C", "C", "C", "N", "C", "O", "H", "H", "H", "H", "H", "H", "H", "H", "H", "H"], "positions_angstrom": [[1.0567, -0.9804, 2.5168], [0.2699, -0.8338, 1.4576], [0.5270, -0.3021, 0.1204], [-0.6651, 0.1182, -0.7225], [-0.2399, 0.2552, -2.1745], [-1.1467, 1.6116, -0.1883], [-1.7789, 2.1917, -1.0056], [2.1215, -0.8052, 2.6536], [0.5606, -1.2967, 3.4301], [-0.7682, -1.1791, 1.5965], [1.3064, 0.4841, -0.0243], [1.1759, -1.1307, -0.2932], [-1.4530, -0.6205, -0.6674], [-0.6730, 0.9170, -2.8253], [-0.2900, -0.6983, -2.5318], [0.7299, 0.5884, -2.1801], [-0.7332, 1.6806, 0.8379]]}



Stability, highest: ii



--- i ---
{"formula": "C5H10NO", "method": "ωB97M-V/def2-TZVPD", "homo_lumo_gap_ha": 0.2421, "total_charge": 1, "lumo_ev": -6.9, "species": ["O", "C", "C", "C", "C", "C", "N", "H", "H", "H", "H", "H", "H", "H", "H", "H", "H"], "positions_angstrom": [[-2.5629, 1.2521, 0.0086], [-2.3117, 0.0309, 0.2102], [-1.0052, -0.4597, 0.7219], [-0.1469, -0.8872, -0.5113], [0.8432, 0.2308, -0.8430], [2.8507, 0.5930, 0.2682], [1.5887, 0.5866, 0.3659], [-3.0561, -0.6921, -0.1355], [-1.1320, -1.2934, 1.4324], [-0.5611, 0.3904, 1.2340], [-0.7681, -1.0912, -1.4125], [0.4299, -1.7790, -0.2692], [0.3227, 1.1204, -1.1897], [1.5525, -0.0668, -1.6331], [3.4327, 0.8663, 1.1572], [3.4076, 0.3153, -0.6351], [-2.8840, 0.8836, 1.2309]]}



--- ii ---
{"formula": "C5H10NO", "method": "ωB97M-V/def2-TZVPD", "homo_lumo_gap_ha": 0.4040, "total_charge": 1, "smiles": "CC1(C)[NH2+][C@@H]1C=O", "lumo_ev": -3.6, "species": ["C", "C", "C", "N", "C", "C", "O", "H", "H", "H", "H", "H", "H", "H", "H", "H", "H"], "positions_angstrom": [[-1.2288, -0.6267, -1.2578], [-0.2018, 0.0495, -0.4330], [0.5155, 1.2127, -0.9824], [-0.7643, 0.2206, 1.0834], [0.3095, -0.7233, 0.7684], [1.6697, -0.5707, 1.5024], [2.6221, -1.2170, 1.3041], [-0.9151, -0.5653, -2.3749], [-2.1995, -0.0867, -1.2536], [-1.3536, -1.6830, -0.9280], [-0.1873, 2.0096, -1.1945], [1.0832, 0.9229, -1.9394], [1.1796, 1.5741, -0.1238], [-1.8024, -0.0934, 1.0748], [-0.5536, 1.1231, 1.4445], [0.1339, -1.7378, 0.8958], [1.6930, 0.1914, 2.4140]]}



--- iii ---
{"formula": "C5H10NO", "method": "ωB97M-V/def2-TZVPD", "homo_lumo_gap_ha": 0.3847, "total_charge": 1, "lumo_ev": -3.3, "species": ["C", "C", "C", "C", "C", "N", "O", "H", "H", "H", "H", "H", "H", "H", "H", "H", "H"], "positions_angstrom": [[-2.3442, 0.9234, -0.1943], [-1.4633, 0.0142, 0.2421], [1.6976, 1.0473, 0.6295], [1.2508, 0.5849, -0.6541], [-0.3080, -0.5484, -0.5239], [0.3247, -1.6593, 0.1790], [2.2971, -0.0785, -0.0930], [-3.3471, 1.1044, 0.2265], [-2.2562, 1.6011, -1.0612], [-1.6324, -0.5552, 1.0688], [2.3585, 1.9932, 0.7648], [1.0908, 0.9035, 1.5845], [1.4181, 1.1569, -1.5250], [-0.6508, -0.8598, -1.5805], [1.2270, -1.3462, 0.7122], [0.6400, -2.2199, -0.5915], [-0.3027, -2.0618, 0.8162]]}



Stability, highest: ii



--- i ---
{"formula": "C5H10NO", "method": "ωB97M-V/def2-TZVPD", "homo_lumo_gap_ha": 0.3675, "total_charge": 1, "lumo_ev": -4.5, "species": ["C", "C", "C", "C", "C", "N", "O", "H", "H", "H", "H", "H", "H", "H", "H", "H", "H"], "positions_angstrom": [[0.6612, -2.0341, -0.2691], [0.6870, -0.8999, 0.1218], [0.3711, -3.3070, -0.8313], [-0.7709, 2.2741, 1.5433], [0.5403, 0.4059, 0.5027], [-0.5254, 0.9701, 0.8600], [0.0669, 1.3359, -1.6580], [1.2191, -4.1316, -0.9779], [-0.3584, -3.8950, -0.1452], [-0.1187, -2.9964, -1.7325], [0.1181, 2.7506, 1.7609], [-1.4676, 2.9396, 0.9258], [-1.3462, 2.1419, 2.4215], [1.4746, 0.8238, 0.7386], [0.0820, 2.3674, -1.9282], [-1.3224, 0.3954, 0.8331], [0.6895, 0.8594, -2.1654]]}



--- ii ---
{"formula": "C5H10NO", "method": "ωB97M-V/def2-TZVPD", "homo_lumo_gap_ha": 0.3641, "total_charge": 1, "smiles": "C=C[N+](=O)C(C)C", "lumo_ev": -6.3, "species": ["C", "C", "N", "O", "C", "C", "C", "H", "H", "H", "H", "H", "H", "H", "H", "H", "H"], "positions_angstrom": [[2.9164, 0.0533, -0.0694], [1.8841, -0.5097, 0.4625], [0.4419, 0.4228, 0.0200], [0.6665, 1.4141, -0.5636], [-0.8304, 0.0220, 0.3576], [-1.0847, -1.0215, -0.7399], [-1.8888, 1.0852, 0.4082], [3.8451, -0.4383, 0.0088], [2.7574, 0.6555, -0.9296], [1.7160, -1.4037, 1.0712], [-0.7071, -0.4194, 1.2824], [-1.9842, -1.7370, -0.4059], [-1.3827, -0.3059, -1.5788], [-0.2727, -1.6582, -0.7017], [-2.0876, 1.3966, -0.5918], [-1.3226, 1.8379, 0.9704], [-2.6666, 0.6063, 0.9995]]}



Stability, highest: i